1.
{
  "formula": "C4H6N2",
  "method": "ωB97M-V/def2-TZVPD",
  "symbols": ["C", "N", "N", "C", "C", "C", "H", "H", "H", "H", "H", "H"],
  "positions_angstrom": [[1.35, -0.48, 0.30], [1.80, 0.52, -0.39], [0.82, 1.17, -1.23], [-0.41, 1.04, -0.90], [-0.97, 0.31, 0.25], [-0.10, -0.91, 0.39], [2.08, -0.96, 0.99], [-1.04, 1.45, -1.65], [-0.92, 0.94, 1.11], [-2.00, 0.01, 0.08], [-0.27, -1.44, 1.39], [-0.34, -1.67, -0.35]],
  "lowdin_charge": [-0.160, 0.020, 0.023, -0.185, -0.185, -0.193, 0.107, 0.098, 0.114, 0.113, 0.135, 0.114],
  "de_lowest_ev": 2.099,
  "lumo_energy_ha": 0.027,
  "multiplicity": 1,
  "smiles": "C1=NN=CCC1",
  "charge": 0,
  "homo_energy_ev": -9.8,
  "orbital_gap_ev": 10.5131,
  "fmax_ev_per_a": 2.33,
  "total_energy_ev": -7223.491
}



2.
{
  "formula": "C4H6N2",
  "method": "ωB97M-V/def2-TZVPD",
  "symbols": ["N", "C", "C", "C", "C", "N", "H", "H", "H", "H", "H", "H"],
  "positions_angstrom": [[-1.81, 0.01, 0.98], [-0.58, -0.02, 0.26], [-0.83, -1.03, -0.51], [1.53, -0.58, -1.26], [1.64, 0.47, -0.46], [0.52, 0.76, 0.39], [-2.56, 0.60, 0.69], [-1.85, -0.42, 1.88], [-1.45, -1.91, -0.62], [2.44, -0.76, -1.88], [2.48, 1.18, -0.29], [0.45, 1.63, 0.89]],
  "lowdin_charge": [0.077, -0.517, 0.211, 0.011, -0.287, 0.022, 0.088, 0.090, 0.064, 0.016, 0.097, 0.129],
  "de_lowest_ev": 6.126,
  "lumo_energy_ha": [0.015, 0.015],
  "multiplicity": 1,
  "charge": 0,
  "homo_energy_ev": [-7.9, -7.9],
  "orbital_gap_ev": [8.3319, 8.3167],
  "fmax_ev_per_a": 4.36,
  "total_energy_ev": -7219.465
}



3.
{
  "formula": "C4H6N2",
  "method": "ωB97M-V/def2-TZVPD",
  "symbols": ["C", "C", "C", "N", "N", "C", "H", "H", "H", "H", "H", "H"],
  "positions_angstrom": [[-1.71, -0.57, 0.24], [-0.37, 0.17, 0.01], [0.27, 1.36, 0.31], [1.89, 1.15, 0.49], [1.95, -0.02, -0.11], [0.76, -0.46, -0.58], [-2.61, 0.05, 0.12], [-1.80, -1.44, -0.42], [-1.76, -0.98, 1.27], [-0.08, 2.39, 0.27], [2.70, -0.71, -0.04], [0.76, -0.93, -1.55]],
  "lowdin_charge": [-0.041, -0.260, -0.016, 0.035, -0.141, -0.146, 0.065, 0.072, 0.085, 0.079, 0.156, 0.113],
  "de_lowest_ev": 4.120,
  "lumo_energy_ha": 0.037,
  "multiplicity": 1,
  "smiles": "Cc1cn[nH]c1",
  "charge": 0,
  "homo_energy_ev": -7.8,
  "orbital_gap_ev": 8.7854,
  "fmax_ev_per_a": 5.57,
  "total_energy_ev": -7221.471
}